The following is a DFT calculation (ωB97M-V with the def2-TZVPD basis set) of an isolated molecule of C7H12.

Atoms and positions in Å:
C  -0.51161  0.78423  -1.40307
C  -1.02795  1.65635  -0.59175
C  0.21003  -0.50863  -1.63575
C  0.60081  -0.94169  -0.27633
C  -1.14401  1.70643  0.92045
C  1.84522  -0.40128  0.34028
C  -0.35150  -1.74595  0.53890
H  -1.44861  2.53703  -1.07707
H  -0.47461  -1.21193  -2.11692
H  1.06230  -0.33758  -2.29731
H  -1.90264  2.43095  1.20923
H  -0.19404  2.00775  1.36011
H  -1.41645  0.73582  1.32527
H  2.69851  -0.56523  -0.32267
H  2.03874  -0.89232  1.29223
H  1.79347  0.67347  0.52303
H  -0.24806  -1.55178  1.60563
H  -0.14838  -2.80930  0.36705
H  -1.38124  -1.56634  0.23868

Results
Charge ... 0
Total energy ... -273.7652 hartree
E_HOMO (spin up / spin down) ... -7.1 / -7.4 eV
Frontier orbital gap (spin up / spin down) ... 7.86 / 8.41 eV
Relative energy (zero: lowest compared OMol25 entry of this formula, charge and spin) ... 376.4 kJ/mol